Entry 1:
Computed, not measured: 2 unconnected molecules or ions with the total composition C4H8N3O2 at a distorted geometry, with the ωB97M-V functional and the def2-TZVPD basis.

Output
E_tot   -471.4701 a.u.
Charge   +1
Energy relative to the best compared isomer or geometry (same formula, charge and spin)   763.7 kJ/mol
HOMO energy   -14.54 eV
Maximum force   8.436 eV/Å

Each line ends with the natural charge from an NBO analysis.
Cartesian coordinates (Å):
C -3.2895 -0.2387 0.8030  -0.388
C 0.0080 0.1308 -0.4013  0.366
C -2.9743 0.2657 -0.3612  0.353
C 2.4811 -0.1481 0.1491  -0.413
N -1.0550 0.7753 -0.9035  -0.589
N -3.7062 0.6516 -1.5324  0.468
N 1.3153 0.5211 -0.5053  -0.523
O -4.8410 0.2220 -1.4505  -0.298
O -3.2293 1.3950 -2.3144  -0.292
H -4.3493 -0.3488 1.0615  0.305
H -2.7154 -0.5413 1.7195  0.290
H -0.0454 -0.8598 0.0209  0.216
H 3.3825 0.3447 -0.3002  0.238
H 2.4115 -1.2367 0.0400  0.227
H 2.4960 0.1791 1.1444  0.219
H -1.0311 1.4294 -1.5636  0.407
H 1.6400 1.2843 -1.0123  0.415

Entry 2:
Computed, not measured: a gas-phase ion, C4H8N3O2 (charge +1) at a distorted geometry, with the ωB97M-V functional and the def2-TZVPD basis.

Output
E_tot   -471.3747 a.u.
Charge   +1
Energy relative to the best compared isomer or geometry (same formula, charge and spin)   1014.2 kJ/mol
HOMO energy (spin up / spin down)   -15.90 / -14.91 eV
Maximum force   4.544 eV/Å

Each line ends with the natural charge from an NBO analysis.
Cartesian coordinates (Å):
C 1.0559 -0.4381 -0.2255  0.565
C -1.2653 0.1377 0.1985  -0.212
C -1.5219 -1.2384 -0.4423  -0.333
C 0.5006 1.7586 0.4953  -0.423
N 0.2156 0.4334 0.0558  -0.330
N -0.8666 -2.3821 0.0999  -0.261
N 2.4300 -0.0927 -0.3217  0.428
O 3.0808 -0.0104 -1.3085  -0.226
O 2.7728 -0.0196 0.8502  -0.300
H -1.8618 0.9722 -0.2010  0.260
H -1.4982 0.1949 1.2655  0.252
H -2.6266 -1.4839 -0.0891  0.298
H -1.5534 -1.2023 -1.4675  0.216
H 0.0310 2.3899 -0.1721  0.236
H 0.0667 1.9486 1.4461  0.250
H 1.6208 1.9147 0.4827  0.249
H -0.5805 -2.8826 -0.6663  0.332

Entry 3:
Computed, not measured: a gas-phase ion, C4H8N3O2S (charge +1) at a distorted geometry, with the ωB97M-V functional and the def2-TZVPD basis.

Output
E_tot   -869.7049 a.u.
Charge   +1
Energy relative to the best compared isomer or geometry (same formula, charge and spin)   395.7 kJ/mol
SMILES string   C=[N+](S)[C@H](C)NC(=O)N=O
HOMO energy   -13.47 eV
Maximum force   5.247 eV/Å

Each line ends with the natural charge from an NBO analysis.
Cartesian coordinates (Å):
C 0.7945 -0.7225 -1.5719  0.113
N 0.7729 -0.9717 -0.2861  -0.438
S 1.3289 -2.4259 0.3208  0.433
C 0.2921 0.1251 0.5379  0.107
C -1.1684 0.4017 0.2440  -0.634
N 1.0549 1.2812 0.2705  -0.656
C 2.4295 1.3545 0.1624  0.709
O 2.9482 2.3900 0.1839  -0.468
N 2.9269 0.0672 -0.3978  0.042
O 3.4029 -0.8600 0.2396  -0.215
H 1.2452 -1.4373 -2.2474  0.245
H 0.2662 0.1163 -1.9297  0.237
H 0.9493 -2.1881 1.5693  0.146
H 0.5715 -0.2233 1.5708  0.210
H -1.6889 0.7932 1.2692  0.270
H -1.5220 -0.5840 0.0585  0.231
H -1.4104 1.0126 -0.5585  0.241
H 0.5997 2.1303 0.3815  0.427